1.
# C4H3FNO2

An isolated ion of composition C4H3FNO2 and charge -1 (the ωB97M-V functional and the def2-TZVPD basis, OMol25).

Properties
E = -12500.1851 eV
Gap between HOMO and LUMO = 8.54 eV
Largest force on an atom = 3.83 eV Å⁻¹
Energy relative to the best compared isomer or geometry (same formula, charge and spin) = 1.326 eV
Total charge = -1
E_HOMO = -4.50 eV
Structure (SMILES) = C[C@](F)(C#N)C(=O)[O-]

CARTESIAN COORDINATES (ANGSTROEM)
C: -1.30612 -0.04185 0.11732
C: 0.16107 0.28312 0.33375
F: 0.37670 0.41575 1.69321
C: 0.59845 1.40330 -0.38198
N: 1.16022 2.08945 -1.10521
C: 1.06930 -0.99566 -0.22313
O: 0.65310 -1.44338 -1.25938
O: 1.98798 -1.21332 0.56742
H: -1.38740 -0.53457 -0.85920
H: -1.91142 0.88282 0.40085
H: -1.40189 -0.84565 0.71635



2.
# C4H3FO

A 2-piece molecular cluster, C4H3FO overall (the ωB97M-V functional and the def2-TZVPD basis, OMol25).

Properties
E = -8955.6179 eV
Gap between HOMO and LUMO (alpha / beta) = 7.88 / 8.19 eV
Largest force on an atom = 6.02 eV Å⁻¹
Energy relative to the best compared isomer or geometry (same formula, charge and spin) = 4.709 eV
E_HOMO (alpha / beta) = -8.26 / -8.24 eV

CARTESIAN COORDINATES (ANGSTROEM)
C: -2.14569 -0.71688 -0.04440
C: -1.22132 0.05012 0.13470
C: 1.77957 -0.46136 -0.37353
C: -0.15674 0.86564 0.35922
O: 2.72890 -0.78686 0.18241
F: 0.21003 2.06615 -0.30742
H: -2.96636 -1.36585 0.08098
H: 1.50819 -0.75593 -1.43948
H: 0.26341 1.10497 1.40753



3.
# C4H3FeLi2O2

C4H3FeLi2O2 as an isolated structure (the ωB97M-V functional and the def2-TZVPD basis, OMol25).

Properties
E = -43066.6759 eV
Gap between HOMO and LUMO (alpha / beta) = 8.23 / 5.84 eV
Largest force on an atom = 6.42 eV Å⁻¹
2S+1 = 6
Energy relative to the best compared isomer or geometry (same formula, charge and spin) = 0.000 eV
Total charge = +2
E_HOMO (alpha / beta) = -17.17 / -17.30 eV

CARTESIAN COORDINATES (ANGSTROEM)
C: 0.21951 1.29527 -0.86405
O: 1.45546 1.54987 -1.03163
Li: -2.08929 -1.35541 0.35646
Li: 2.13457 0.91734 0.76038
H: -1.39566 1.06172 -0.30607
C: -0.38209 0.96811 0.42623
C: 0.37004 -0.23329 0.97939
C: 0.17368 -1.44024 0.40068
O: -0.68290 -1.69574 -0.66755
Fe: 0.04682 -0.53201 -1.97930
H: -0.45508 1.82598 1.10996
H: 0.60494 -2.36160 0.81549



4.
# C4H3I

One molecule with the formula C4H3I (the ωB97M-V functional and the def2-TZVPD basis, OMol25).

Properties
E = -12291.1704 eV
Gap between HOMO and LUMO = 7.90 eV
Largest force on an atom = 2.69 eV Å⁻¹
Energy relative to the best compared isomer or geometry (same formula, charge and spin) = 3.328 eV
E_HOMO = -8.40 eV

CARTESIAN COORDINATES (ANGSTROEM)
C: -0.44865 -0.66162 0.10258
C: -0.87438 1.80474 0.03158
C: 0.03094 0.69546 -0.03649
C: -0.70401 -1.80467 0.28242
I: -2.96312 1.59528 -0.09544
H: 1.11921 0.85012 0.42978
H: 0.06028 0.87113 -1.08376
H: -0.81694 -2.81290 0.39796



5.
# C4H3I

One molecule with the formula C4H3I (the ωB97M-V functional and the def2-TZVPD basis, OMol25).

Properties
E = -12291.2862 eV
Gap between HOMO and LUMO = 7.95 eV
Largest force on an atom = 2.46 eV Å⁻¹
Energy relative to the best compared isomer or geometry (same formula, charge and spin) = 3.213 eV
E_HOMO = -8.78 eV

CARTESIAN COORDINATES (ANGSTROEM)
C: -0.59786 0.56362 -0.18662
C: 1.46312 -1.30546 -0.03404
C: 0.05161 -0.79206 -0.01557
C: -1.24793 1.58112 0.01518
I: 2.92027 0.12925 -0.02047
H: -0.29245 -1.34954 0.82660
H: -0.52970 -1.32504 -0.74987
H: -1.76706 2.49811 0.16478



6.
# C4H3I

C4H3I as an isolated structure (the ωB97M-V functional and the def2-TZVPD basis, OMol25).

Properties
E = -12288.3389 eV
Gap between HOMO and LUMO = 7.42 eV
Largest force on an atom = 3.27 eV Å⁻¹
Energy relative to the best compared isomer or geometry (same formula, charge and spin) = 6.160 eV
E_HOMO = -8.19 eV

CARTESIAN COORDINATES (ANGSTROEM)
C: -1.49462 -0.25305 0.00273
C: 0.83266 -1.01401 -0.25657
C: -0.26994 0.03113 -0.53343
C: 0.58064 -0.01726 0.77384
I: 2.54740 0.33394 -0.03410
H: -2.32488 0.07088 -0.50330
H: -0.16508 0.80729 -1.28254
H: 0.29382 0.04107 1.83338



7.
# C4H3I2NS

C4H3I2NS as an isolated structure (the ωB97M-V functional and the def2-TZVPD basis, OMol25).

Properties
E = -32720.8812 eV
Gap between HOMO and LUMO = 8.90 eV
Largest force on an atom = 5.42 eV Å⁻¹
Energy relative to the best compared isomer or geometry (same formula, charge and spin) = 0.995 eV
E_HOMO = -8.85 eV

CARTESIAN COORDINATES (ANGSTROEM)
C: -0.25774 -0.14294 1.12062
C: 0.16970 0.16726 -0.69363
C: -0.92889 0.96285 1.31568
C: 0.81417 -0.93587 -1.45497
N: -0.29961 1.26271 -1.06420
S: -1.07926 2.17139 0.04047
I: 0.27833 -1.60226 2.41539
I: -1.65565 1.48059 3.29375
H: 1.07030 -0.27661 -2.33653
H: 1.67641 -1.24728 -0.93142
H: 0.21223 -1.83983 -1.70516



8.
# C4H3IOS

One molecule with the formula C4H3IOS (the ωB97M-V functional and the def2-TZVPD basis, OMol25).

Properties
E = -25178.0411 eV
Gap between HOMO and LUMO = 6.98 eV
Largest force on an atom = 4.36 eV Å⁻¹
Energy relative to the best compared isomer or geometry (same formula, charge and spin) = 0.779 eV
E_HOMO = -7.97 eV
Structure (SMILES) = O=C=C/C=C\SI

CARTESIAN COORDINATES (ANGSTROEM)
O: 0.18987 2.75196 0.02534
C: 0.73239 1.71593 0.14166
C: 1.36737 0.55926 0.26575
C: 0.78074 -0.63878 -0.12941
C: -0.53112 -0.86584 -0.34247
S: -1.76175 0.34916 -0.00968
I: -3.69960 -1.09041 0.06664
H: 2.51209 0.61310 0.64868
H: 1.34029 -1.56627 -0.13955
H: -0.93027 -1.82812 -0.52696



9.
# C4H3MgO5

C4H3MgO5 as an isolated structure (the ωB97M-V functional and the def2-TZVPD basis, OMol25).

Properties
E = -19870.2695 eV
Gap between HOMO and LUMO = 7.19 eV
Largest force on an atom = 2.88 eV Å⁻¹
Energy relative to the best compared isomer or geometry (same formula, charge and spin) = 0.315 eV
Total charge = +1
E_HOMO = -14.50 eV

CARTESIAN COORDINATES (ANGSTROEM)
O: 3.54137 0.16648 0.73041
C: 2.48051 0.50652 0.36668
C: 0.26235 -0.53545 -0.54361
C: -1.01646 -1.23175 -0.10453
O: -2.01751 -0.22477 0.03143
C: -1.57387 0.99498 0.31431
O: -0.28923 1.09447 -0.05737
O: -2.20928 1.80544 0.92348
O: 1.36300 -0.83440 0.11259
H: 0.39236 -0.42668 -1.63269
H: -0.86237 -1.72692 0.86078
H: -1.35988 -1.93152 -0.87498
Mg: 1.28903 2.34359 -0.12649



10.
# C4H3MgO6

C4H3MgO6 as an isolated structure (the ωB97M-V functional and the def2-TZVPD basis, OMol25).

Properties
E = -21914.3201 eV
Gap between HOMO and LUMO (alpha / beta) = 3.21 / 4.71 eV
Largest force on an atom = 2.63 eV Å⁻¹
Energy relative to the best compared isomer or geometry (same formula, charge and spin) = 2.064 eV
Total charge = +1
E_HOMO (alpha / beta) = -10.58 / -12.14 eV

CARTESIAN COORDINATES (ANGSTROEM)
O: 1.47784 0.50969 -0.60000
C: 0.71647 -0.16106 0.11188
O: -1.66213 -0.19773 0.62811
C: -1.95833 1.01506 1.04800
C: -0.68766 -0.33046 -0.39450
O: -1.38678 2.04271 0.57791
O: -2.81259 1.13340 1.97120
H: -0.89491 0.36427 -1.21943
H: -0.77744 -1.35641 -0.77843
Mg: -2.46414 3.12077 1.90791
O: 3.20437 -1.53796 -1.43344
C: 2.81420 -0.91568 -0.36576
O: 1.85821 -1.47380 0.28757
H: 2.57289 -2.21280 -1.74101



11.
# C4H3N

One molecule with the formula C4H3N (the ωB97M-V functional and the def2-TZVPD basis, OMol25).

Properties
E = -5680.0103 eV
Gap between HOMO and LUMO = 8.41 eV
Largest force on an atom = 4.03 eV Å⁻¹
Energy relative to the best compared isomer or geometry (same formula, charge and spin) = 4.497 eV
E_HOMO = -8.70 eV

CARTESIAN COORDINATES (ANGSTROEM)
C: 1.05717 0.55910 0.12757
C: 0.49882 -0.78628 0.22161
C: 0.26983 1.58784 0.01505
C: -0.75787 -0.55227 0.09620
N: -1.74429 0.12974 0.06775
H: 2.09372 0.70875 0.03470
H: 0.81686 -1.89495 0.16528
H: -2.23423 0.24808 -0.72816



12.
# C4H3N

C4H3N as an isolated structure (the ωB97M-V functional and the def2-TZVPD basis, OMol25).

Properties
E = -5681.7739 eV
Gap between HOMO and LUMO = 9.23 eV
Largest force on an atom = 3.51 eV Å⁻¹
Energy relative to the best compared isomer or geometry (same formula, charge and spin) = 2.734 eV
E_HOMO = -8.64 eV

CARTESIAN COORDINATES (ANGSTROEM)
C: 2.11738 0.56247 0.07112
C: 1.04273 0.07837 -0.16233
C: -0.21611 -0.51660 -0.45627
C: -1.36139 0.06259 -0.13784
N: -2.42701 0.53258 0.24307
H: 3.07031 1.01392 0.24886
H: -1.95839 -0.20973 1.03950
H: -0.26752 -1.52360 -0.84611



13.
# C4H3N

One molecule with the formula C4H3N (the ωB97M-V functional and the def2-TZVPD basis, OMol25).

Properties
E = -5684.1306 eV
Gap between HOMO and LUMO = 10.96 eV
Largest force on an atom = 4.88 eV Å⁻¹
Energy relative to the best compared isomer or geometry (same formula, charge and spin) = 0.377 eV
E_HOMO = -10.41 eV
Structure (SMILES) = CC#CC#N

CARTESIAN COORDINATES (ANGSTROEM)
C: 1.49251 0.01993 0.01940
C: 0.08369 -0.13629 0.11318
C: -1.10845 -0.16080 -0.02491
C: -2.46682 -0.10926 0.04892
N: -3.64009 0.07406 0.01387
H: 1.92038 -0.87957 -0.27718
H: 1.72701 0.76080 -0.71775
H: 1.99178 0.43112 0.82446



14.
# C4H3N

C4H3N as an isolated structure (the ωB97M-V functional and the def2-TZVPD basis, OMol25).

Properties
E = -5680.0165 eV
Gap between HOMO and LUMO = 11.11 eV
Largest force on an atom = 6.73 eV Å⁻¹
Energy relative to the best compared isomer or geometry (same formula, charge and spin) = 4.491 eV
E_HOMO = -10.67 eV

CARTESIAN COORDINATES (ANGSTROEM)
C: 2.60973 0.13775 -0.09711
C: 1.49501 0.17773 0.31613
C: -0.40919 0.24007 0.19508
C: -1.69894 -0.43754 0.06670
N: -1.24943 1.08131 -0.06633
H: 3.65911 0.25197 -0.32383
H: -1.95943 -0.69731 -0.98763
H: -2.44687 -0.75399 0.89698



15.
# C4H3N2O2

An isolated ion of composition C4H3N2O2 and charge -1 (the ωB97M-V functional and the def2-TZVPD basis, OMol25).

Properties
E = -11270.2746 eV
Gap between HOMO and LUMO = 7.90 eV
Largest force on an atom = 3.47 eV Å⁻¹
Energy relative to the best compared isomer or geometry (same formula, charge and spin) = 2.028 eV
Total charge = -1
E_HOMO = -3.71 eV
Structure (SMILES) = N/N=C\C([O-])=C=C=O

CARTESIAN COORDINATES (ANGSTROEM)
N: -0.36673 -1.52333 -0.19254
N: 0.85509 -1.02732 0.05987
C: 1.08438 0.25228 0.14836
C: 0.09058 1.39930 0.31008
O: 0.56894 2.39950 0.76756
C: -1.17839 1.06667 -0.07971
C: -2.36029 0.81821 0.27593
O: -3.46106 0.47238 0.59721
H: -1.14416 -0.93801 -0.47739
H: -0.31128 -2.46213 -0.13450
H: 2.17675 0.55141 0.39756



16.
# C4H3N3

One molecule with the formula C4H3N3 (the ωB97M-V functional and the def2-TZVPD basis, OMol25).

Properties
E = -8665.9114 eV
Gap between HOMO and LUMO = 10.63 eV
Largest force on an atom = 1.80 eV Å⁻¹
Energy relative to the best compared isomer or geometry (same formula, charge and spin) = 0.499 eV
E_HOMO = -9.95 eV
Structure (SMILES) = N#Cc1cn[nH]c1

CARTESIAN COORDINATES (ANGSTROEM)
N: 2.94356 0.00045 -0.05390
C: 1.79048 -0.03459 -0.01698
C: 0.35668 0.02856 0.10578
C: -0.54283 1.15490 0.01430
N: -1.77932 0.70345 -0.04958
N: -1.70789 -0.61337 -0.02773
C: -0.46948 -1.09038 0.05733
H: -0.29231 2.19228 0.09954
H: -2.57801 -1.07884 -0.13726
H: -0.13318 -2.09805 -0.00636



17.
# C4H3N3

One molecule with the formula C4H3N3 (the ωB97M-V functional and the def2-TZVPD basis, OMol25).

Properties
E = -8663.2622 eV
Gap between HOMO and LUMO = 10.81 eV
Largest force on an atom = 4.35 eV Å⁻¹
Energy relative to the best compared isomer or geometry (same formula, charge and spin) = 3.149 eV
E_HOMO = -11.26 eV

CARTESIAN COORDINATES (ANGSTROEM)
C: 1.58912 -0.14968 -0.92195
C: 0.66742 -1.21612 -0.56385
C: -0.29818 2.49538 1.05108
C: -1.07079 0.09543 0.44415
N: 2.50198 0.53529 -1.05151
N: -0.44087 -1.04580 0.00531
N: -0.56230 1.46369 0.56599
H: 1.18816 -2.11675 -0.90691
H: -2.15863 0.24675 -0.01447
H: -1.41592 -0.30820 1.39215



18.
# C4H3N3

One molecule with the formula C4H3N3 (the ωB97M-V functional and the def2-TZVPD basis, OMol25).

Properties
E = -8663.1800 eV
Gap between HOMO and LUMO = 8.92 eV
Largest force on an atom = 12.87 eV Å⁻¹
Energy relative to the best compared isomer or geometry (same formula, charge and spin) = 3.231 eV
E_HOMO = -9.76 eV
Structure (SMILES) = N#C/C=C(\N)C#N

CARTESIAN COORDINATES (ANGSTROEM)
N: -2.97840 -0.34161 0.43204
C: -1.83260 -0.61549 -0.20829
C: -0.41946 -0.97446 -0.31942
C: 0.45539 -0.00619 -0.08352
N: 0.07426 1.37510 0.03112
C: 1.83608 -0.36333 0.20508
N: 2.99797 -0.66156 0.18416
H: -0.15366 -2.04383 0.12257
H: -0.88412 1.60605 -0.21161
H: 0.90454 2.02532 -0.15215



19.
# C4H3N3O

One molecule with the formula C4H3N3O (the ωB97M-V functional and the def2-TZVPD basis, OMol25).

Properties
E = -10710.7924 eV
Gap between HOMO and LUMO = 8.49 eV
Largest force on an atom = 2.08 eV Å⁻¹
Energy relative to the best compared isomer or geometry (same formula, charge and spin) = 2.858 eV
E_HOMO = -9.84 eV

CARTESIAN COORDINATES (ANGSTROEM)
C: -5.09745 -0.17631 0.01008
C: -3.88353 0.40858 -0.04369
C: -1.27023 0.02828 -0.03629
C: 0.22196 -0.01517 0.00758
N: -6.08381 -0.77354 0.06560
N: -3.04771 1.26651 -0.01422
N: -1.79564 1.32074 -0.00644
O: -2.01280 -0.93407 -0.08867
H: 0.61194 0.08204 -1.00367
H: 0.61122 0.80219 0.60506
H: 0.53162 -0.97649 0.40619



20.
# C4H3N3O

One molecule with the formula C4H3N3O (the ωB97M-V functional and the def2-TZVPD basis, OMol25).

Properties
E = -10709.4341 eV
Gap between HOMO and LUMO = 8.87 eV
Largest force on an atom = 4.71 eV Å⁻¹
Energy relative to the best compared isomer or geometry (same formula, charge and spin) = 4.217 eV
E_HOMO = -10.16 eV
Structure (SMILES) = C1=NN=C2CON=C12

CARTESIAN COORDINATES (ANGSTROEM)
C: -1.75888 0.13671 -0.86647
N: -1.08210 -0.01274 -1.94689
N: 0.24778 -0.13037 -1.65840
C: 0.43727 0.02933 -0.43217
C: 1.46387 -0.15581 0.74057
O: 0.70472 0.22509 1.83296
N: -0.62282 0.33884 1.56170
C: -0.77520 0.29602 0.28434
H: -2.79529 0.15635 -0.94154
H: 2.56585 0.28766 0.58261
H: 1.61481 -1.17111 0.84329